The following is a DFT calculation (ωB97M-V/def2-TZVPD) of a structure of composition C28H38N4NiP2 in a non-equilibrium geometry.

As for the expectation value of S²: 2.02. The spin multiplicity is 3. The frontier orbital gap (spin up / spin down) is 5.662 / 7.748 eV. Its HOMO energy (spin up / spin down) is -0.1888 / -0.3059 hartree.

CARTESIAN COORDINATES (ANGSTROEM)
Ni  0.065  0.185  2.616
C  -1.914  1.767  -4.089
C  -1.977  0.484  -3.732
C  -1.243  -0.666  -4.349
C  0.213  -0.351  -4.721
C  0.954  0.487  -3.697
C  0.998  1.822  -3.760
C  0.371  2.644  -4.861
C  -1.091  2.272  -5.227
C  1.354  0.559  4.040
H  -2.535  2.546  -3.630
H  -2.742  0.144  -3.035
H  -1.780  -0.990  -5.268
H  -1.297  -1.495  -3.618
H  0.737  -1.308  -4.878
H  0.201  0.191  -5.681
H  1.548  -0.085  -2.965
H  1.599  2.422  -3.065
H  0.933  2.559  -5.818
H  0.418  3.702  -4.542
H  -1.584  3.182  -5.613
H  -1.095  1.508  -6.023
H  0.820  1.140  4.806
H  2.313  1.040  3.813
H  1.525  -0.438  4.470
P  1.723  -0.409  1.445
P  -1.410  -0.774  1.424
N  2.833  0.852  1.007
N  2.792  -1.648  2.063
N  -2.297  0.500  0.622
N  -2.718  -1.760  1.957
C  0.979  -1.105  -0.049
C  -0.441  -1.714  0.194
C  2.687  2.165  1.483
C  3.632  2.965  0.856
C  4.386  2.132  -0.028
C  3.881  0.842  0.090
C  3.595  -1.526  3.210
C  4.282  -2.722  3.398
C  3.858  -3.623  2.376
C  2.918  -2.959  1.597
C  -2.372  1.804  1.135
C  -2.742  2.660  0.103
C  -2.931  1.861  -1.061
C  -2.649  0.542  -0.708
C  -3.883  -2.101  1.251
C  -4.664  -2.921  2.049
C  -3.976  -3.087  3.299
C  -2.792  -2.365  3.217
H  1.657  -1.873  -0.451
H  0.931  -0.256  -0.755
H  -1.005  -1.821  -0.751
H  -0.362  -2.701  0.694
H  1.945  2.391  2.229
H  3.769  4.024  1.023
H  5.198  2.451  -0.662
H  4.172  -0.078  -0.395
H  3.553  -0.646  3.827
H  5.015  -2.911  4.171
H  4.212  -4.632  2.211
H  2.305  -3.300  0.781
H  -2.183  1.956  2.179
H  -2.867  3.729  0.167
H  -3.191  2.231  -2.030
H  -2.641  -0.403  -1.240
H  -4.029  -1.736  0.243
H  -5.612  -3.358  1.781
H  -4.304  -3.658  4.152
H  -1.999  -2.212  3.933
C  -1.369  0.438  3.943
H  -2.444  0.464  3.736
H  -1.069  1.362  4.474
H  -1.164  -0.390  4.633

The following is a DFT calculation (ωB97M-V/def2-TZVPD) of a structure of composition C28H38N4OP2Pd in a non-equilibrium geometry.

As for the expectation value of S²: 6.05. The spin multiplicity is 5. The frontier orbital gap (spin up / spin down) is 6.003 / 3.427 eV. Its net charge is +2. Its HOMO energy (spin up / spin down) is -0.4447 / -0.4837 hartree.

CARTESIAN COORDINATES (ANGSTROEM)
Pd  0.261  1.072  0.989
C  -1.572  1.421  -2.834
C  -1.542  0.084  -2.786
C  -0.675  -0.752  -3.692
C  0.709  -0.118  -3.961
C  1.407  0.537  -2.802
C  1.207  1.780  -2.338
C  0.496  2.790  -3.172
C  -0.799  2.243  -3.808
C  1.343  1.328  2.854
H  -2.310  2.006  -2.281
H  -2.288  -0.476  -2.211
H  -1.179  -0.818  -4.674
H  -0.584  -1.797  -3.337
H  1.393  -0.884  -4.332
H  0.606  0.580  -4.794
H  2.255  -0.033  -2.402
H  1.846  2.177  -1.557
H  1.153  3.154  -3.979
H  0.224  3.664  -2.579
H  -1.435  3.080  -4.118
H  -0.580  1.752  -4.766
H  0.834  1.946  3.594
H  2.411  1.601  2.853
H  1.221  0.304  3.217
P  1.760  -0.476  0.381
P  -1.522  -0.609  1.032
N  3.124  0.631  -0.031
N  2.587  -1.711  1.339
N  -2.781  0.475  0.522
N  -2.799  -1.689  1.690
C  0.723  -1.533  -0.675
C  -0.775  -1.719  -0.255
C  3.023  1.984  0.341
C  4.022  2.702  -0.280
C  4.811  1.771  -1.016
C  4.259  0.507  -0.838
C  3.454  -1.375  2.399
C  4.219  -2.492  2.709
C  3.829  -3.555  1.830
C  2.837  -3.060  1.003
C  -2.777  1.803  0.966
C  -3.511  2.580  0.104
C  -4.150  1.704  -0.821
C  -3.711  0.415  -0.523
C  -3.999  -2.162  1.140
C  -4.680  -2.885  2.103
C  -3.888  -2.858  3.286
C  -2.724  -2.168  2.988
H  1.211  -2.506  -0.764
H  0.728  -1.121  -1.688
H  -1.410  -1.574  -1.135
H  -0.890  -2.756  0.096
H  2.214  2.340  0.965
H  4.151  3.761  -0.176
H  5.678  2.031  -1.594
H  4.592  -0.462  -1.172
H  3.408  -0.380  2.822
H  4.974  -2.529  3.477
H  4.234  -4.561  1.822
H  2.291  -3.568  0.212
H  -2.296  2.035  1.885
H  -3.554  3.656  0.107
H  -4.789  1.978  -1.659
H  -4.058  -0.499  -0.981
H  -4.249  -1.978  0.110
H  -5.631  -3.381  1.999
H  -4.142  -3.294  4.235
H  -1.826  -1.970  3.552
C  -1.261  0.370  4.308
O  -1.293  0.525  2.912
H  -1.927  1.101  4.799
H  -0.272  0.489  4.796
H  -1.617  -0.629  4.595

The following is a DFT calculation (ωB97M-V/def2-TZVPD) of a structure of composition C28H39BCl2HfN5O6.

The frontier orbital gap is 7.559 eV. Its net charge is +1. Its HOMO energy is -0.3869 hartree.

CARTESIAN COORDINATES (ANGSTROEM)
Hf  -0.541  0.111  -0.212
N  0.271  2.302  1.727
C  -0.703  3.057  2.499
C  -1.867  2.141  2.812
N  -2.468  1.573  1.594
C  -3.122  2.626  0.804
C  -2.318  2.975  -0.436
N  -2.108  1.732  -1.202
C  -3.393  0.494  1.967
C  -2.653  -0.776  2.315
N  -1.923  -1.263  1.130
H  0.905  1.776  2.315
H  0.838  2.885  1.127
H  -1.039  3.915  1.914
H  -0.323  3.455  3.443
H  -2.623  2.680  3.396
H  -1.494  1.323  3.429
H  -3.282  3.528  1.402
H  -4.111  2.285  0.485
H  -1.340  3.371  -0.175
H  -2.853  3.726  -1.020
H  -1.637  1.926  -2.082
H  -3.010  1.345  -1.462
H  -4.046  0.283  1.115
H  -4.035  0.786  2.806
H  -3.361  -1.522  2.677
H  -1.920  -0.611  3.101
H  -2.560  -1.762  0.514
H  -1.217  -1.938  1.433
Cl  2.367  -3.428  -1.884
C  0.787  -3.184  -2.520
C  0.389  -3.875  -3.680
C  -0.859  -3.710  -4.199
Cl  -1.320  -4.592  -5.614
C  -1.778  -2.824  -3.586
C  -3.096  -2.601  -4.027
C  -3.898  -1.732  -3.337
C  -3.373  -1.059  -2.231
N  -2.140  -1.211  -1.795
C  -1.349  -2.117  -2.443
C  -0.058  -2.314  -1.883
O  0.237  -1.664  -0.768
H  1.089  -4.549  -4.155
H  -3.462  -3.128  -4.899
H  -4.922  -1.552  -3.636
H  -4.012  -0.374  -1.679
C  1.456  -2.613  4.498
C  1.761  -2.132  3.095
C  2.216  -3.293  2.222
O  0.543  -1.606  2.490
B  0.915  -0.606  1.587
O  2.231  -0.242  1.803
C  2.707  -0.907  3.004
C  4.173  -1.237  2.833
C  2.512  0.067  4.159
H  0.768  -3.457  4.450
H  0.997  -1.832  5.104
H  2.375  -2.947  4.987
H  1.424  -4.044  2.196
H  3.118  -3.758  2.621
H  2.404  -2.961  1.199
H  4.344  -1.819  1.929
H  4.540  -1.802  3.693
H  4.745  -0.312  2.757
H  1.451  0.297  4.294
H  3.048  0.991  3.937
H  2.898  -0.339  5.094
O  1.252  0.653  -4.792
C  1.897  1.717  -4.289
C  2.750  2.412  -5.142
C  3.456  3.500  -4.679
C  3.341  3.931  -3.353
C  2.501  3.252  -2.503
C  1.765  2.147  -2.953
C  0.871  1.464  -2.028
O  0.154  0.475  -2.407
O  0.734  1.822  -0.811
H  0.729  0.241  -4.081
H  2.841  2.068  -6.165
H  4.117  4.026  -5.357
H  3.908  4.782  -3.004
H  2.392  3.551  -1.469

The evaluated E for the records listed, in turn: -95227.4727; -59691.1627; -76435.8269 eV.
The evaluated relative energy (zero: lowest compared OMol25 entry of this formula, charge and spin) for the records listed, in turn: 0.000; 2.619; 0.532 eV.